Density functional theory data (ωB97M-V/def2-TZVPD) for 5 unconnected molecules or ions with the total composition C26H64BN2O16P3S4.

Output
HOMO-LUMO gap, eV: 7.9
Net charge: 0
Lowest unoccupied orbital energy, eV: 0.20
SMILES string: CCC[C@H](C)[C@]1(P(C)CC)NC(=O)[C@H](B(O)OCC)[C@]1([PH2]=N)[PH2]=O.CCOS(C)(=O)=O.CCOS(C)(=O)=O.CCOS(C)(=O)=O.CCOS(C)(=O)=O

XYZ file:
```
116
C26H64BN2O16P3S4 ωB97M-V/def2-TZVPD
C 0.09967 -3.10179 8.63483
C -0.87490 -2.22523 7.59498
C -0.18774 -1.96816 6.13156
C -1.21965 -1.62763 4.90939
C -2.57510 -0.98379 5.58131
C -1.46443 -2.81023 3.81552
P -1.21678 -4.64971 4.23103
C -1.87698 -5.08163 6.01059
C 0.67200 -5.11364 4.33911
C 1.15256 -6.16298 3.17693
N -0.28191 -2.56337 2.85191
C -0.61795 -1.81641 1.57885
O 0.11568 -1.45861 0.52076
C -2.26088 -1.52827 1.69530
B -2.76691 0.01904 1.90920
O -3.98971 0.55883 1.27743
O -1.95703 0.96938 2.73475
C -1.03407 1.75109 1.89711
C 0.48948 1.57918 2.51157
C -2.71203 -2.71213 2.73632
P -2.64005 -4.26362 1.55497
N -3.64253 -5.45188 2.11156
P -4.51652 -2.82714 3.34904
O -5.58774 -3.07321 2.19933
H 1.24035 -2.92629 8.43493
H -0.11975 -4.25689 8.59545
H -0.24417 -2.75069 9.72060
H -0.99758 -1.16769 8.10926
H -1.89738 -2.78935 7.58543
H 0.49998 -1.00086 6.26619
H 0.55533 -2.85016 5.93749
H -0.71864 -0.72885 4.30060
H -3.22400 -1.80931 6.14627
H -3.30444 -0.46666 4.82690
H -2.21322 -0.12549 6.32433
H -2.78901 -4.40106 6.32822
H -2.19423 -6.21832 6.00282
H -0.94524 -4.97231 6.71036
H 0.85346 -5.63866 5.37433
H 1.36209 -4.14227 4.34819
H 0.28118 -6.85985 2.82494
H 1.97439 -6.86595 3.68216
H 1.72713 -5.62621 2.28624
H 0.63075 -2.34087 3.32295
H -2.63859 -1.76424 0.60704
H -3.88373 0.61355 0.27122
H -1.29005 2.91561 1.93750
H -1.10103 1.37533 0.77617
H 1.23835 2.13301 1.76709
H 0.80627 0.43898 2.64379
H 0.61575 2.06615 3.58326
H -1.28178 -4.72334 1.35091
H -3.16676 -3.85906 0.27029
H -3.00670 -6.28717 2.24054
H -4.55550 -3.90919 4.34155
H -4.98241 -1.64433 4.07405
C -6.57307 2.06811 -1.85901
C -6.53759 2.83451 -3.16783
O -5.24571 3.36687 -3.42202
S -4.08357 2.36792 -3.97631
C -2.92642 3.62303 -4.46352
O -4.56541 1.69753 -5.16449
O -3.52376 1.64086 -2.85641
H -5.97024 1.15707 -1.92077
H -7.59750 1.77893 -1.60780
H -6.16281 2.67245 -1.04371
H -6.87298 2.20973 -4.00229
H -7.22640 3.68342 -3.10298
H -3.36337 4.21270 -5.27120
H -2.01697 3.12776 -4.81008
H -2.70169 4.25159 -3.59977
C -2.32903 -0.83256 -5.61570
C -1.32105 -1.00062 -4.49438
O -0.18390 -1.73433 -4.92512
S 0.94320 -0.97366 -5.82330
C 2.20934 -2.21021 -5.68365
O 1.37965 0.21540 -5.12401
O 0.49225 -0.93535 -7.19857
H -1.93584 -0.18264 -6.40326
H -3.25440 -0.38653 -5.24030
H -2.56002 -1.79741 -6.07825
H -1.02535 -0.03166 -4.07861
H -1.78246 -1.57291 -3.68266
H 2.51657 -2.28555 -4.63918
H 3.05427 -1.89977 -6.30188
H 1.81512 -3.16246 -6.04345
C 5.17639 4.13177 -1.09914
C 5.72467 3.93946 0.30230
O 5.50570 5.08906 1.10694
S 4.01839 5.33979 1.72401
C 4.47178 6.59924 2.89014
O 3.60608 4.16084 2.45438
O 3.18754 5.94144 0.70230
H 4.08360 4.18604 -1.08945
H 5.46754 3.29928 -1.74597
H 5.54256 5.06694 -1.53461
H 5.30150 3.04664 0.77449
H 6.80816 3.79115 0.24430
H 5.14393 6.16751 3.63364
H 3.55967 6.95754 3.37198
H 4.95659 7.41835 2.35564
C 3.08843 1.61612 -7.51397
C 4.04858 1.74179 -6.34608
O 5.37358 1.99652 -6.78934
S 5.76111 3.50488 -7.26930
C 7.52266 3.28535 -7.28910
O 5.42352 4.43646 -6.21500
O 5.30866 3.68872 -8.63227
H 2.96610 2.57486 -8.02689
H 2.10298 1.28838 -7.17095
H 3.46558 0.90073 -8.25168
H 3.71790 2.51275 -5.64220
H 4.07097 0.79339 -5.79896
H 7.86631 3.09039 -6.27181
H 7.97341 4.20514 -7.66766
H 7.76791 2.45160 -7.94968
```

These are the Mulliken partial charges, in e, on atoms 1 to 99: number 1, C, carries -1.041; number 2, C, carries -0.207; number 3, C, carries -0.497; number 4, C, carries 0.950; number 5, C, carries -1.111; number 6, C, carries -0.592; number 7, P, carries 0.457; number 8, C, carries -0.657; number 9, C, carries -0.477; number 10, C, carries -0.984; number 11, N, carries 0.026; number 12, C, carries -0.061; number 13, O, carries -0.700; number 14, C, carries -0.053; number 15, B, carries 0.582; number 16, O, carries -0.479; number 17, O, carries -0.431; number 18, C, carries -0.257; number 19, C, carries -0.629; number 20, C, carries 0.115; number 21, P, carries 0.330; number 22, N, carries -0.786; number 23, P, carries 0.525; number 24, O, carries -0.670; number 25, H, carries 0.256; number 26, H, carries 0.230; number 27, H, carries 0.340; number 28, H, carries 0.426; number 29, H, carries 0.078; number 30, H, carries 0.256; number 31, H, carries 0.077; number 32, H, carries -0.346; number 33, H, carries 0.217; number 34, H, carries 0.174; number 35, H, carries 0.307; number 36, H, carries 0.242; number 37, H, carries 0.372; number 38, H, carries -0.130; number 39, H, carries 0.425; number 40, H, carries 0.225; number 41, H, carries 0.250; number 42, H, carries 0.349; number 43, H, carries 0.227; number 44, H, carries 0.437; number 45, H, carries 0.182; number 46, H, carries 0.260; number 47, H, carries 0.308; number 48, H, carries 0.193; number 49, H, carries 0.238; number 50, H, carries 0.048; number 51, H, carries 0.254; number 52, H, carries 0.151; number 53, H, carries 0.094; number 54, H, carries 0.286; number 55, H, carries 0.080; number 56, H, carries 0.138; number 57, C, carries -0.894; number 58, C, carries -0.354; number 59, O, carries -0.308; number 60, S, carries 1.207; number 61, C, carries -0.957; number 62, O, carries -0.660; number 63, O, carries -0.489; number 64, H, carries 0.207; number 65, H, carries 0.423; number 66, H, carries 0.250; number 67, H, carries 0.314; number 68, H, carries 0.281; number 69, H, carries 0.329; number 70, H, carries 0.341; number 71, H, carries 0.331; number 72, C, carries -0.998; number 73, C, carries -0.234; number 74, O, carries -0.331; number 75, S, carries 1.317; number 76, C, carries -1.017; number 77, O, carries -0.624; number 78, O, carries -0.605; number 79, H, carries 0.308; number 80, H, carries 0.316; number 81, H, carries 0.312; number 82, H, carries 0.252; number 83, H, carries 0.258; number 84, H, carries 0.317; number 85, H, carries 0.347; number 86, H, carries 0.362; number 87, C, carries -0.963; number 88, C, carries -0.329; number 89, O, carries -0.268; number 90, S, carries 1.214; number 91, C, carries -0.956; number 92, O, carries -0.606; number 93, O, carries -0.609; number 94, H, carries 0.292; number 95, H, carries 0.382; number 96, H, carries 0.267; number 97, H, carries 0.306; number 98, H, carries 0.271; number 99, H, carries 0.313